Entry 1:
Below is a 15-piece molecular cluster, H31O15 overall in a non-equilibrium geometry, with properties calculated with ωB97M-V/def2-TZVPD.

## Properties
**Total charge**: +1

Geometry (Å):
O 1.3026 1.9591 2.1656
H -1.4157 3.4643 -2.4318
H 1.4022 1.9154 1.2153
O -1.9910 -0.5779 -0.4868
H -4.2453 -1.1655 0.8857
H -1.0478 -0.4248 -0.4286
O -1.4872 2.4444 -0.0981
H 0.1833 2.4765 -1.9162
H 1.8289 -0.7808 2.9236
O -1.2078 -3.9945 0.3401
H 3.4587 2.1747 0.6301
H -1.2134 -4.9430 0.4686
O 0.0553 -0.4187 2.9813
H -0.0138 -0.6460 3.9129
H 0.1913 0.5375 2.8919
O -0.6676 2.9805 -2.7794
H -2.2536 2.3906 0.4843
H -1.1213 3.2866 0.1351
O 0.9437 2.0966 -1.1829
H 2.2337 1.5293 -4.1602
H 3.7602 1.8630 -0.8524
O -1.1798 0.1533 -3.0564
H -2.3602 -0.7895 0.3792
H -1.8745 -0.0429 -2.3976
O 3.2815 2.4574 -0.2659
H -0.7689 2.3510 -3.5013
H 1.8557 -2.1290 1.1632
O 1.5823 -1.9085 -1.8398
H 3.3060 -1.1996 2.6435
O -3.9807 -0.5247 1.5571
H -4.3728 -0.8952 2.3547
H 0.5528 2.1423 -0.3145
O 1.3034 1.6079 -3.9631
H -1.3686 -0.6695 -3.5399
H 0.7704 1.0234 -4.5016
O 1.5693 -3.0277 1.2829
H 1.6608 2.7440 -1.3016
H 0.6151 -2.9428 1.3341
O 2.6726 -0.4847 2.5226
H 1.9417 1.3145 2.4541
H -2.7448 -2.6451 3.0799
O -1.9013 -2.7257 2.6437
H -1.6937 -1.9035 2.1910
H -1.4615 -3.5346 1.1629
H 1.1303 -2.7647 -1.8708
H 0.9313 -1.4584 -1.2887

Atomic forces in eV per Å
-0.710 0.661 -0.157
-0.677 -0.468 -0.415
0.180 -0.033 -0.084
-0.356 -0.061 -0.426
-0.219 0.103 -0.181
0.071 -0.057 0.386
-0.155 -0.341 0.015
-0.580 -0.328 -0.270
0.340 -0.038 -0.384
0.142 0.807 -0.429
0.357 -0.081 0.306
-0.026 -0.047 0.377
-0.236 -0.323 -0.161
-0.251 0.179 0.137
-0.132 0.075 0.161
1.491 0.454 0.558
-0.125 -0.415 -0.015
0.237 1.045 0.327
-0.419 0.291 -1.742
0.112 -0.386 -0.516
0.178 -0.135 0.184
-1.101 -1.096 -0.010
0.312 0.277 0.064
0.278 0.912 0.517
-0.009 0.319 -0.348
-0.758 -0.018 0.011
0.446 0.610 -0.163
-0.775 -0.193 0.206
0.055 0.068 0.095
0.096 -0.399 -0.057
-0.044 0.231 0.166
-0.453 0.132 0.635
-0.389 0.702 0.602
0.812 0.286 -0.608
0.463 -0.468 -0.221
-0.071 -0.291 0.191
0.603 -0.331 0.811
-0.249 -0.435 -0.095
-0.060 0.004 0.056
0.933 -0.705 0.439
-0.337 0.192 0.057
0.652 -0.287 -0.105
-0.203 0.476 0.490
-0.229 -1.070 -0.157
0.540 -0.246 -0.193
0.268 0.429 -0.055



Entry 2:
Below is a 16-piece molecular cluster, H32O16 overall in a non-equilibrium geometry, with properties calculated with ωB97M-V/def2-TZVPD.

## Properties
**Total charge**: 0

Geometry (Å):
O 0.8510 18.4690 -3.3900
H 1.4400 19.1310 -3.8030
H 1.3930 18.1380 -2.6500
O -1.1700 14.1030 0.2770
H -1.6110 14.7770 -0.2510
H -0.9710 14.3960 1.1760
O -2.1740 18.4240 -2.9430
H -1.2710 18.4320 -2.5840
H -2.0740 18.8420 -3.8300
O 1.7730 14.1370 -5.5280
H 2.6920 13.9130 -5.3200
H 1.7730 15.0830 -5.3100
O -2.4300 15.3990 -1.6790
H -2.9940 15.1620 -2.4110
H -1.5240 15.4620 -2.0180
O 0.8810 12.9340 -3.3190
H 1.1120 13.3730 -4.1210
H 0.7480 13.6500 -2.6520
O 1.4630 16.1140 0.9300
H 2.0710 16.3130 0.1890
H 1.4840 15.1610 0.9710
O -1.5060 17.0290 0.8170
H -0.8220 17.3150 0.2540
H -1.9840 17.8230 0.8120
O -3.3810 15.9710 -4.3900
H -2.4520 16.1640 -4.2480
H -3.9120 16.6090 -3.8830
O 1.6400 13.5920 -0.0980
H 2.3640 13.2110 -0.6280
H 0.8870 13.2450 -0.5190
O 3.4930 14.6900 -2.4420
H 3.0670 15.5040 -2.1910
H 4.1870 15.0580 -2.9860
O 0.1160 15.3670 -2.1730
H -0.0960 15.6390 -3.0510
H 0.3830 16.1550 -1.8040
O 2.4110 17.3350 -1.3870
H 3.1400 17.8980 -1.7210
H 2.0680 17.8860 -0.7430
O 0.2550 18.7520 -0.4670
H 0.2230 19.2960 0.3340
H -0.1330 19.4860 -1.0140
O -1.6020 13.0750 -4.3710
H -2.2850 12.8770 -3.7120
H -0.6820 13.0060 -4.0800
O -0.6760 16.3240 -4.7140
H -0.5270 16.1320 -5.6080
H -0.2330 17.1460 -4.6370

Atomic forces in eV per Å
0.674 0.718 -0.377
-0.622 -0.363 0.099
-0.260 -0.339 -0.047
0.677 -1.140 0.489
-0.411 0.252 0.453
-0.353 0.416 -0.587
0.476 0.681 -0.749
-0.413 -0.134 -0.280
-0.139 -0.447 0.972
0.687 0.824 -0.149
-0.144 -0.348 -0.100
-0.332 -0.251 -0.083
-0.307 0.391 0.424
-0.204 -0.132 -0.469
-0.419 -0.286 0.066
-0.526 -0.361 2.121
0.643 0.679 -1.036
0.242 -0.628 -0.736
0.616 1.445 -0.483
-0.476 -0.690 0.886
-0.108 -0.790 -0.227
-0.275 -1.455 1.001
1.857 -0.281 -1.024
-1.880 1.513 0.382
-1.212 -0.066 0.025
0.091 0.308 0.096
0.661 -0.227 -0.210
2.385 -0.057 0.158
-0.141 0.361 0.404
-2.167 -0.461 -0.456
0.239 0.020 -0.361
-0.889 0.262 0.690
0.697 -0.367 -0.324
-0.147 -2.346 -0.573
-0.288 -0.039 -1.861
1.255 2.574 2.067
2.309 -0.632 -2.889
-0.068 -0.750 0.150
-1.852 1.797 2.573
-0.592 2.534 -0.508
0.361 -0.839 0.826
0.430 -1.306 -0.326
-1.063 0.437 -1.033
1.039 0.024 0.010
-0.426 -0.554 1.043
-0.196 -0.449 1.378
-0.123 -1.203 -2.181
0.693 1.704 0.759



Entry 3:
Below is a 16-piece molecular cluster, H32O16 overall in a non-equilibrium geometry, with properties calculated with ωB97M-V/def2-TZVPD.

## Properties
**Total charge**: 0

Geometry (Å):
O 0.7085 1.7239 -1.2448
H 1.3578 1.9286 -1.8809
H 0.0479 1.3717 -1.8260
O 2.7142 -0.9127 -2.1509
H 3.4989 -0.5349 -2.4581
H 2.6957 -0.5787 -1.2581
O 0.7819 -1.0586 3.6390
H 1.0567 -1.9811 3.6396
H -0.0688 -1.1688 3.1561
O -3.0693 -1.6191 -0.6167
H -2.5316 -1.3375 0.1057
H -3.9357 -1.3262 -0.4206
O -0.1335 -0.6237 -0.1728
H 0.3880 0.0130 -0.6703
H -0.2849 -0.1919 0.6505
O -2.8128 1.6083 -1.4975
H -2.4906 1.4168 -0.5828
H -2.3549 0.9725 -2.0473
O 2.9507 0.5191 0.0515
H 2.5594 1.2998 -0.3061
H 3.9121 0.7526 -0.0766
O -1.7191 -1.4278 2.2090
H -2.2100 -0.6338 2.0787
H -1.8203 -1.6676 3.1503
O -0.5454 3.0349 0.7481
H 0.0476 2.7384 0.0499
H 0.0319 3.5254 1.3208
O 1.0660 1.2430 1.9381
H 1.8995 1.0405 1.5017
H 1.1766 2.1572 2.2030
O 2.3814 -2.2182 0.7829
H 1.5186 -2.4303 1.1158
H 2.5170 -1.2865 0.7496
O -0.9147 0.7672 -3.2216
H -0.5515 -0.0432 -3.5501
H -1.2298 1.2170 -4.0405
O 0.3817 -1.4960 -3.6481
H 0.6433 -1.3945 -4.5709
H 1.1271 -1.0712 -3.2112
O -2.1447 0.9651 1.0179
H -2.9743 1.2945 1.3243
H -1.5023 1.6494 1.1147
O -1.3731 1.1099 3.6911
H -1.2347 0.6300 4.5698
H -0.6595 0.7973 3.1955
O 0.4849 -3.2224 -1.2741
H 0.2775 -2.3539 -1.0545
H 0.3365 -3.1975 -2.2232

Atomic forces in eV per Å
0.538 0.343 1.369
1.462 0.711 -1.229
-1.881 -0.423 -0.990
-1.678 -0.740 -0.403
2.001 0.676 -1.244
-0.463 -0.250 0.842
-0.937 -0.671 -0.256
0.535 -0.037 0.254
0.638 0.514 -0.051
0.550 -0.852 -1.161
0.782 0.215 0.637
-1.335 0.505 0.245
0.338 -0.724 -1.117
0.030 -0.114 0.201
-0.245 0.363 1.124
-0.085 0.483 0.798
-0.403 -0.076 -1.042
0.025 -0.306 -0.086
2.784 0.415 0.282
-1.258 0.826 -0.479
-1.061 -0.775 0.578
0.831 -1.796 1.099
-0.433 1.409 -0.033
-0.416 0.106 -0.744
-0.359 0.630 -0.120
-0.076 -0.315 -0.519
-0.019 0.512 0.556
0.159 0.149 0.076
0.086 -0.528 0.224
-0.158 0.045 0.299
1.254 -1.275 -0.066
-0.660 0.316 -0.047
-0.498 0.803 0.343
-0.655 1.911 -1.098
0.479 -1.733 -0.099
0.189 -0.149 1.135
-0.100 0.268 -0.869
-0.173 -0.418 -0.196
0.693 -0.232 0.815
-0.692 -1.887 -0.390
-0.775 0.633 0.504
1.015 1.504 0.437
-1.629 -0.277 3.509
-0.287 1.158 -1.693
2.062 -0.637 -1.494
0.468 -2.430 -1.024
-0.662 2.512 1.261
0.019 -0.364 -0.138



Entry 4:
Below is a 16-piece molecular cluster, H32O16 overall in a non-equilibrium geometry, with properties calculated with ωB97M-V/def2-TZVPD.

## Properties
**Total charge**: 0

Geometry (Å):
O 4.4198 -0.3143 0.1160
H 4.9675 0.2799 0.5806
H 3.6534 -0.3310 0.7204
O -2.1697 0.7843 2.1030
H -2.5848 1.2229 2.8288
H -1.3387 1.1839 2.0060
O 3.0370 1.1334 -1.5554
H 3.0570 1.8525 -0.8730
H 3.4766 0.4587 -1.0377
O 1.1688 -0.4239 -3.0224
H 1.0885 0.1503 -3.7740
H 1.6513 0.0680 -2.3904
O -1.1608 -2.0319 0.4854
H -2.1107 -1.8221 0.4729
H -1.2840 -2.9015 0.8888
O -3.4083 -1.7236 -2.4557
H -3.2792 -2.6648 -2.3828
H -2.6264 -1.4518 -1.9535
O -0.6817 -2.5834 -2.1775
H 0.1775 -2.1895 -2.3392
H -0.7673 -2.6275 -1.2578
O -1.5399 0.2635 -2.6448
H -0.6319 0.2947 -2.8248
H -1.6531 1.1589 -2.2804
O -3.6384 -1.0947 0.7598
H -3.1419 -0.3415 1.0482
H -4.0677 -1.4978 1.5338
O -2.2937 2.0730 -0.5577
H -2.9075 2.3956 0.1080
H -1.7520 1.4720 -0.1200
O 1.9347 -1.2712 1.1493
H 2.1754 -1.4528 2.0464
H 1.6047 -2.0795 0.7493
O 0.5670 2.7355 -1.4966
H 0.5121 2.0216 -0.8567
H 1.4709 2.9960 -1.6625
O 2.4630 2.4371 0.7990
H 2.6828 3.2987 1.2066
H 1.9843 1.8518 1.4047
O -1.1510 -1.3726 3.2921
H -1.0248 -1.7532 2.3902
H -1.6460 -0.5898 3.1591
O -0.0891 0.3646 -0.0574
H -0.4692 -0.5081 -0.1375
H 0.8222 0.1135 -0.0518
O 1.2107 1.0850 2.7528
H 1.1068 0.2071 2.3366
H 2.1858 1.1235 2.9721

Atomic forces in eV per Å
-1.220 -1.153 0.528
1.578 1.242 0.472
0.062 -0.578 -0.584
-1.608 -0.796 -0.184
-0.607 0.661 0.728
2.194 0.911 -0.412
-0.449 1.276 0.387
-0.388 -0.609 -0.830
0.715 -0.636 -0.176
-0.840 -1.564 -0.671
0.095 0.334 -0.643
1.196 1.303 1.134
-0.006 -1.375 0.714
-0.986 0.944 -0.403
0.683 -0.422 -0.149
-0.055 -0.151 0.670
-0.306 -0.725 -0.384
-0.014 0.809 -0.687
0.285 -0.571 -2.038
0.142 0.397 -0.383
-0.186 -0.030 2.079
-1.916 1.078 0.627
2.214 -0.616 -0.413
-0.572 -0.301 -0.081
-0.739 -1.532 -0.285
0.206 1.056 0.649
0.266 0.428 -0.323
-1.717 1.854 -0.959
-0.054 0.007 -0.169
1.605 -1.609 1.000
-0.019 0.643 -0.579
0.156 -0.730 0.799
-0.001 -0.212 0.070
-0.856 0.627 -0.585
0.369 0.074 -0.110
0.174 -0.370 0.252
1.063 0.805 -0.269
-0.523 -0.926 -0.068
-0.439 0.709 0.192
1.322 -2.290 -0.139
-0.213 0.845 0.973
-0.665 1.092 -0.478
-0.240 0.515 0.428
-0.746 -0.363 -0.267
1.268 0.212 0.068
1.738 -0.469 0.181
-0.341 0.329 0.167
-1.630 -0.124 0.153



In eV, the E_HOMO values for the records above are, in order, -13.08; -9.67; -9.65; -9.54.
In kJ/mol, the relative energy (zero: lowest compared OMol25 entry of this formula, charge and spin) values for the records above are, in order, 212.6; 548.6; 534.5; 537.8.
In Ha, the LUMO level values for the records above are, in order, -0.1101; -0.0414; -0.0281; -0.0267.